57
Properties=species:S:1:pos:R:3:forces:R:3 method="wB97M-V/def2-TZVPD" e_homo_ev=-8.0 lumo_energy_ev=0.080
In 1.57341 -0.27498 0.76405 0.3618 0.3551 0.0989
C 5.10275 -1.42521 3.01852 0.0014 0.0122 -0.0128
C 4.07545 -1.48241 1.92328 -0.0003 0.0425 0.0214
O 3.45101 -0.37014 1.73380 0.0103 -0.2556 0.0120
C 3.90608 -2.66447 1.21251 0.0190 0.0461 0.0910
C 3.17771 -2.79875 0.00909 0.1204 0.0256 -0.0589
C 3.43135 -3.97110 -0.88852 0.0096 -0.0034 -0.0062
N 2.34466 -1.86398 -0.37571 -0.4129 -0.1101 -0.1053
N 1.87100 -1.88901 -1.68320 -0.0157 0.0319 -0.0005
C 1.36133 -0.74503 -2.02520 -0.0128 -0.0058 0.0209
O 1.24393 0.30398 -1.23721 0.0804 -0.0384 -0.0486
C 0.84057 -0.59404 -3.40872 -0.0019 0.0001 0.0075
C 0.80554 -1.68090 -4.28024 0.0144 -0.0027 0.0055
C 0.31460 -1.52523 -5.56464 -0.0068 0.0057 -0.0050
C -0.14523 -0.28514 -5.99266 0.0036 -0.0059 0.0021
C -0.11184 0.79819 -5.12858 0.0034 0.0033 0.0117
C 0.37845 0.64483 -3.83927 -0.0222 0.0123 -0.0183
H 5.78333 -0.59783 2.81492 0.0035 -0.0036 0.0061
H 5.66770 -2.34970 3.10877 -0.0055 -0.0035 0.0014
H 4.60364 -1.20717 3.96357 -0.0024 0.0092 -0.0023
H 4.52309 -3.50069 1.50404 -0.0059 -0.0063 0.0006
H 4.14211 -4.65460 -0.43177 -0.0093 -0.0072 0.0029
H 3.81675 -3.62797 -1.84800 0.0186 0.0044 0.0080
H 2.49479 -4.48901 -1.09734 0.0021 0.0072 -0.0104
H 1.16586 -2.64001 -3.93517 -0.0007 0.0012 -0.0010
H 0.28812 -2.37346 -6.23640 0.0006 0.0007 -0.0003
H -0.52817 -0.16599 -6.99802 -0.0002 -0.0019 0.0005
H -0.46720 1.76650 -5.45656 -0.0011 -0.0024 -0.0027
H 0.40934 1.48672 -3.16131 0.0096 -0.0073 0.0081
O -0.69937 0.10023 0.59101 -0.0721 -0.0901 0.0358
C -1.24928 1.02276 1.56819 0.0270 0.0292 -0.0039
C -0.12452 1.35597 2.58818 -0.1132 -0.1314 0.0375
O -0.35761 2.16224 3.45539 0.0227 0.0247 -0.0084
O 1.00276 0.71521 2.45519 -0.0321 0.1301 -0.0601
C -1.64132 2.32213 0.87428 0.0045 -0.0274 -0.0198
C -0.87562 2.81464 -0.18073 -0.0282 0.0065 0.0111
C -1.21007 4.01757 -0.78760 0.0155 -0.0020 -0.0098
C -2.29963 4.74567 -0.33806 -0.0082 -0.0011 0.0120
C -3.05310 4.26609 0.72410 0.0047 0.0051 -0.0065
C -2.72723 3.06174 1.32679 -0.0136 -0.0016 0.0063
C -2.43343 0.32354 2.22712 0.0172 -0.0104 0.0172
C -2.62658 0.27483 3.60126 0.0020 -0.0154 -0.0014
C -3.73808 -0.37510 4.12657 0.0010 0.0033 -0.0061
C -4.66352 -0.97453 3.28945 -0.0016 -0.0006 0.0048
C -4.47605 -0.92504 1.91391 0.0025 0.0013 -0.0079
C -3.36977 -0.28016 1.38953 -0.0058 0.0009 0.0053
H -0.83938 0.43764 -0.30563 0.0121 -0.0208 -0.0322
H -0.00640 2.27653 -0.54344 0.0136 -0.0042 -0.0007
H -0.60769 4.38736 -1.60741 -0.0029 -0.0028 0.0005
H -2.55802 5.68515 -0.80869 0.0003 -0.0009 -0.0008
H -3.90090 4.83219 1.08717 0.0001 0.0005 -0.0001
H -3.31513 2.69601 2.15764 0.0011 0.0011 -0.0021
H -1.92200 0.75497 4.26455 -0.0028 0.0010 0.0006
H -3.87493 -0.40751 5.19965 -0.0020 -0.0002 0.0005
H -5.52778 -1.47811 3.70271 0.0009 -0.0001 0.0013
H -5.19310 -1.38892 1.24904 0.0000 0.0008 0.0001
H -3.23237 -0.24651 0.31577 -0.0041 0.0010 0.0007

---

10
Properties=species:S:1:pos:R:3:forces:R:3 method="wB97M-V/def2-TZVPD" e_homo_ev="-8.2 / -8.2" e_above_lowest_ev=5.5082 lumo_energy_ev="-1.048 / -1.050"
C 0.58067 1.30199 0.84033 -1.0699 -0.3519 0.0816
C -1.39445 0.39957 -0.45342 0.4105 0.6665 0.1888
C 0.85494 -0.11550 0.46275 0.3813 0.0585 -0.1869
C -0.32631 -0.62176 -0.42424 -0.2526 -0.4571 0.2725
Br 1.51733 2.55022 -0.13184 0.3078 0.0356 -0.2411
I -3.30418 -0.25229 -0.03476 0.2705 -0.1333 0.0078
H 1.81189 -0.30010 -0.03506 -0.0168 0.0033 -0.0038
H 0.81710 -0.69225 1.39241 -0.0352 0.0526 -0.0440
H -0.60095 -1.64784 -0.15753 0.0230 0.0170 -0.0397
H 0.04396 -0.62203 -1.45865 -0.0185 0.1088 -0.0354

---

25
Properties=species:S:1:pos:R:3:forces:R:3 method="wB97M-V/def2-TZVPD" e_homo_ev="-8.3 / -8.8" e_above_lowest_ev=0.0000 lumo_energy_ev="-0.040 / -2.177"
C 0.10418 -1.95003 -0.50690 2.9965 2.5006 -1.9387
C -1.31560 -0.71586 -2.33637 -3.4595 1.0736 1.7156
C -0.19704 2.54382 0.71358 -2.2723 -0.8526 -0.2298
C 1.53866 1.04830 -0.01952 1.0388 -1.2835 2.3937
C -0.98911 -0.89673 -0.82356 -0.3497 -0.6942 0.7747
C 0.16002 1.06993 0.51899 -1.5781 -0.0291 0.6418
N -0.86953 0.42599 -0.24180 -1.1569 0.3236 -0.7514
Si -4.70635 0.49112 0.91873 0.9552 -0.8234 -0.4153
I -5.08943 -1.92659 0.11392 0.1784 1.0431 0.3577
I -5.32790 2.09642 -0.73907 -0.5255 0.3622 -0.4312
H 0.00220 -2.87053 -1.00215 -0.7225 -1.2754 -0.6487
H 1.21127 -1.62742 -0.87204 -2.5152 -0.3265 0.5779
H 0.27205 -2.12641 0.51341 -0.2528 -0.1687 1.6076
H -2.16466 0.10877 -2.42572 1.7309 -1.6744 0.2563
H -1.70288 -1.60790 -2.83827 0.4502 0.0143 0.2162
H -0.46757 -0.31096 -2.73883 2.1326 0.8017 -1.7250
H -0.10229 3.10596 -0.19182 0.2396 0.2820 -0.6799
H -1.23160 2.68751 1.04717 0.0126 -0.2700 -0.1007
H 0.38447 2.95991 1.46840 1.4066 0.8212 1.2288
H 1.78524 2.04969 -0.23204 1.2252 1.0014 0.0976
H 1.60552 0.52567 -0.89030 0.1087 -1.4675 -2.6145
H 2.15706 0.46178 0.71235 0.1475 1.1723 -0.7466
H -1.95397 -1.29803 -0.39594 0.7656 0.3070 -0.0768
H 0.14409 0.63170 1.52740 -0.0195 -0.2394 0.0274
H -3.21452 0.83851 0.82837 -0.5362 -0.5980 0.4635

---

79
Properties=species:S:1:pos:R:3:forces:R:3 method="wB97M-V/def2-TZVPD" e_homo_ev=-4.1 e_above_lowest_ev=0.1667 charge=-1 lumo_energy_ev=2.157
Rb 0.16749 -0.49207 0.92918 -0.0599 -0.0552 -0.0676
C -6.02590 0.51309 -4.30934 0.0160 0.0152 0.0248
C -5.04631 0.69876 -3.17996 0.0194 0.0219 0.0131
C -4.63901 1.96277 -2.75040 0.0040 -0.0296 0.0010
C -3.71375 2.13581 -1.74042 -0.0359 0.0481 -0.0215
C -3.09975 1.04527 -1.07327 0.0876 -0.0543 0.0639
N -2.11656 1.16756 -0.15703 -0.0967 0.1022 0.0554
C -2.14176 2.25973 0.67631 -0.0055 -0.0271 -0.0319
C -3.24203 2.52081 1.52298 -0.0134 0.0065 0.0188
C -3.23355 3.52289 2.47183 0.0239 0.0055 -0.0110
C -2.12114 4.34706 2.65391 -0.0270 -0.0230 0.0102
C -2.07337 5.39211 3.73810 -0.0205 -0.0213 -0.0402
C -1.04442 4.13727 1.80919 -0.0056 0.0709 0.0171
C -1.06014 3.14676 0.83436 0.1140 -0.0425 -0.0868
N 0.04665 3.12510 -0.07684 -0.1370 -0.0407 0.0805
C 0.35947 4.11500 -0.93796 0.0050 0.0037 -0.0573
C 1.52610 3.75471 -1.56858 0.0335 -0.0688 0.0445
C 1.84722 2.50679 -1.00382 -0.0131 0.0921 -0.0862
N 0.94881 2.13245 -0.10630 0.0745 0.1316 0.0400
C -3.58121 -0.22326 -1.48756 0.0700 -0.1411 0.1075
C -4.49854 -0.38705 -2.51016 -0.0553 0.0139 -0.0405
N -3.21639 -1.39267 -0.73877 0.0872 0.1321 -0.0498
C -4.04522 -2.09292 0.05823 -0.0765 0.0438 -0.0116
C -3.32484 -3.13053 0.60157 0.0885 -0.0211 0.0147
C -2.03652 -2.96680 0.06952 0.0061 -0.0433 0.0369
N -1.97651 -1.91103 -0.73387 -0.1953 -0.0472 -0.1380
H -6.41856 1.47571 -4.64015 -0.0042 -0.0039 -0.0009
H -6.87622 -0.10531 -4.01051 -0.0003 -0.0040 -0.0082
H -5.56202 0.03284 -5.17483 -0.0029 0.0011 -0.0037
H -5.05453 2.84021 -3.23751 0.0064 0.0091 0.0136
H -3.41521 3.13671 -1.45080 -0.0113 0.0019 -0.0066
H -4.10838 1.87776 1.41808 -0.0071 0.0087 0.0038
H -4.10459 3.66207 3.10474 -0.0021 -0.0067 -0.0073
H -3.07868 5.66194 4.06451 0.0035 0.0048 0.0000
H -1.57715 6.30052 3.39169 0.0030 -0.0001 0.0100
H -1.52729 5.03437 4.61453 -0.0031 0.0003 0.0032
H -0.16127 4.76337 1.88970 0.0055 -0.0125 -0.0159
H -0.27274 4.98073 -1.03931 -0.0241 -0.0191 0.0258
H 2.05828 4.30352 -2.32600 0.0022 -0.0139 0.0067
H 2.68993 1.87150 -1.21624 0.0070 -0.0300 0.0127
H -4.80187 -1.39681 -2.77124 0.0108 -0.0060 0.0153
H -5.06972 -1.78562 0.18314 0.0066 0.0064 -0.0195
H -3.66876 -3.88071 1.29183 0.0022 0.0022 -0.0060
H -1.14658 -3.55227 0.23750 -0.0038 0.0062 -0.0100
C 3.45476 -0.67938 -1.42643 0.0124 0.0587 -0.0110
C 3.98931 -0.60132 -0.02209 0.0477 -0.0780 0.0887
C 5.33339 -0.23657 0.21493 -0.0353 0.0075 -0.1225
C 5.82672 -0.27544 1.48307 0.0789 -0.0009 0.0748
C 5.00588 -0.69637 2.55302 -0.0314 0.0141 -0.0400
C 5.43143 -0.80945 3.89561 0.1139 0.0167 -0.0104
Br 7.22749 -0.38118 4.38779 -0.0490 -0.0062 -0.0193
C 4.57080 -1.24393 4.86364 -0.0645 -0.0124 0.0026
C 3.25478 -1.57698 4.54519 -0.0193 -0.0471 0.0695
Br 2.11621 -2.18735 5.94124 0.0320 0.0168 -0.0162
C 2.70382 -1.50019 3.24852 0.0546 0.0818 -0.0354
O 1.51860 -1.80171 2.95260 0.1064 -0.0225 0.0102
C 3.66590 -1.02737 2.23273 -0.1037 -0.0083 -0.0313
N 3.19553 -0.95189 0.96200 0.0241 -0.0109 0.0028
H 3.92889 0.06001 -2.07536 -0.0029 -0.0083 0.0019
H 2.37482 -0.54479 -1.45720 -0.0002 0.0070 0.0011
H 3.66718 -1.66714 -1.84646 0.0126 -0.0011 0.0171
H 5.96210 0.06826 -0.61335 -0.0112 -0.0003 0.0030
H 6.85334 0.00340 1.68205 -0.0059 -0.0036 0.0154
H 4.91061 -1.33415 5.88634 -0.0286 -0.0075 0.0127
O 0.06062 -1.36207 -2.67678 0.0975 0.0610 -0.0080
C 0.41702 -2.67310 -3.00303 0.0551 -0.0550 -0.0214
C 1.31774 -3.35749 -1.99021 0.0241 -0.0614 0.0119
C 2.25182 -4.30001 -2.41489 -0.0346 0.0682 -0.0390
C 3.05272 -4.92174 -1.47522 0.0453 -0.0310 0.0863
C 2.90612 -4.58310 -0.13716 0.0071 -0.0003 -0.0902
C 1.95423 -3.63308 0.19687 -0.0360 0.0432 0.0090
N 1.16963 -3.03940 -0.70753 -0.0324 0.0210 -0.0045
H -0.65251 -1.40070 -2.01236 -0.0618 -0.0366 0.1124
H 0.94547 -2.64012 -3.95964 -0.0104 -0.0171 -0.0052
H -0.46814 -3.30745 -3.15204 -0.0356 0.0204 0.0332
H 2.35246 -4.51977 -3.47125 0.0041 -0.0074 0.0105
H 3.79326 -5.65113 -1.78111 -0.0020 -0.0004 -0.0016
H 3.52321 -5.02858 0.63119 -0.0077 0.0056 0.0053
H 1.82128 -3.30685 1.22526 -0.0197 -0.0225 -0.0111